16
Properties=species:S:1:pos:R:3:forces:R:3 method="wB97M-V/def2-TZVPD" spin_multiplicity=1 orbital_gap_ha=0.3137 total_charge=0 lumo_energy_ev=0.2623
B 1.104 -0.207 0.230 0.701 -1.274 -1.076
C -1.236 0.349 -0.086 -1.931 0.265 0.163
C -0.268 1.586 -0.323 1.936 -0.424 -2.324
C 1.394 1.416 -0.375 -3.058 -3.733 1.295
C -0.793 -0.983 0.708 3.350 3.113 -5.045
S 2.459 -1.349 -0.199 -0.848 -0.388 0.830
S -1.561 -2.422 -0.113 0.908 -0.573 0.848
H -1.754 0.089 -1.078 1.069 0.055 1.310
H -2.053 0.890 0.463 0.265 -0.848 -0.243
H -0.529 1.962 -1.329 -0.093 0.092 0.563
H -0.440 2.347 0.365 -0.652 1.182 1.305
H 1.760 1.437 -1.434 -0.170 -0.192 1.203
H 2.049 1.933 0.358 -0.911 0.101 -0.617
H -0.932 -0.999 1.709 -0.543 0.282 3.017
H 2.029 -2.524 0.386 0.132 0.767 -0.481
H -1.230 -3.524 0.719 -0.156 1.575 -0.748


27
Properties=species:S:1:pos:R:3:forces:R:3 method="wB97M-V/def2-TZVPD" spin_multiplicity=1 orbital_gap_ha=0.1201 total_charge=-1 lumo_energy_ev=-0.5603
O -17.699 -5.879 -21.227 2.068 0.016 -1.403
V -16.544 -5.536 -22.304 -2.567 4.520 0.648
O -15.125 -5.404 -21.645 -0.488 -0.573 0.061
N -14.824 0.261 -25.158 2.702 -5.404 -1.893
O -13.729 0.341 -25.694 1.926 2.154 -1.616
O -15.128 0.934 -24.247 -2.253 3.949 3.804
O -15.418 -0.809 -25.422 -2.520 -0.661 -0.237
C -16.924 -1.132 -21.708 1.352 -1.504 0.144
C -17.745 -2.236 -22.358 -1.307 0.004 0.449
O -17.126 -3.288 -23.003 1.876 -3.476 0.451
H -17.534 -0.318 -21.316 0.028 0.116 -0.533
H -16.096 -0.880 -22.371 -0.456 0.856 -0.321
H -16.393 -1.568 -20.862 -0.068 -0.118 0.477
H -18.400 -1.769 -23.093 -0.106 0.124 -0.401
H -18.429 -2.661 -21.623 -0.326 0.074 0.403
C -13.022 -1.995 -22.600 0.417 0.592 -0.640
N -11.750 -1.647 -23.313 1.577 -0.065 -1.354
O -10.700 -2.093 -22.918 1.028 -1.391 2.678
O -11.714 -1.076 -24.366 -2.163 1.025 -0.581
H -13.749 -1.313 -23.041 -0.358 -0.498 0.084
H -12.909 -1.872 -21.523 0.218 0.082 -0.243
H -13.108 -3.053 -22.847 -0.601 0.187 0.044
C -18.259 2.217 -19.560 -0.290 0.196 -0.888
Br -19.518 2.302 -21.204 1.359 0.279 1.592
Br -19.343 1.925 -17.956 0.691 0.283 -0.753
Br -16.888 3.671 -19.383 -1.416 -0.922 -0.213
H -17.654 1.336 -19.775 -0.322 0.153 0.243


16
Properties=species:S:1:pos:R:3:forces:R:3 method="wB97M-V/def2-TZVPD" spin_multiplicity=1 orbital_gap_ha=0.3661 total_charge=0 lumo_energy_ev=0.7580
C -1.144 -0.191 -1.179 2.990 0.645 0.837
C 1.405 -0.263 1.495 -3.130 1.203 0.457
C -0.361 1.054 -0.822 1.116 0.921 0.462
C 1.759 -0.692 0.131 -0.979 1.208 -1.312
O 1.402 -0.030 -2.535 -0.119 0.745 1.045
S 1.409 0.718 -1.228 0.607 -1.638 0.800
Br 3.621 -0.981 0.006 0.673 -0.465 -0.188
H -0.668 -0.487 -2.090 0.395 -1.418 -0.379
H -1.073 -0.840 -0.282 -0.596 -0.071 -1.096
H -2.029 0.148 -1.512 -3.856 0.468 -0.357
H 1.823 0.684 1.619 1.231 1.613 0.720
H 0.306 0.006 1.677 1.037 -0.758 -0.822
H 1.601 -0.864 2.343 0.872 -1.030 0.435
H -0.519 1.228 0.276 0.582 0.650 -1.150
H -0.400 2.004 -1.460 -0.978 -1.314 0.932
H 1.161 -1.500 -0.236 0.156 -0.758 -0.383


15
Properties=species:S:1:pos:R:3:forces:R:3 method="wB97M-V/def2-TZVPD" spin_multiplicity=1 orbital_gap_ha=0.3560 total_charge=0 lumo_energy_ev=0.8693 smiles=CCS[C@H](C)Br
C 1.036 2.042 -0.534 1.857 -0.511 -3.023
C 1.343 0.597 -0.079 0.387 0.366 -0.136
S 0.517 -0.704 -1.064 -1.373 -0.073 1.102
C -1.166 -0.819 -0.139 2.043 -0.750 -0.470
C -1.716 -2.246 -0.163 0.578 -1.856 -1.573
Br -2.363 0.564 -0.756 -0.487 -0.174 -0.131
H 1.350 2.822 0.131 0.605 0.167 0.592
H 1.643 2.160 -1.562 -1.382 0.095 2.197
H 0.018 2.285 -0.775 -0.587 -0.461 -0.028
H 1.143 0.471 0.995 0.020 -0.235 -0.324
H 2.429 0.367 -0.261 -0.978 0.324 0.374
H -0.921 -0.521 0.865 0.043 0.029 0.363
H -1.069 -3.092 0.241 0.245 1.619 -0.533
H -2.546 -2.411 0.494 -1.041 0.609 -0.010
H -1.954 -2.617 -1.228 0.070 0.849 1.599


19
Properties=species:S:1:pos:R:3:forces:R:3 method="wB97M-V/def2-TZVPD" spin_multiplicity=1 orbital_gap_ha="0.3102 / 0.3150" total_charge=0 lumo_energy_ev="-1.2186 / -1.3960"
C -1.543 1.834 -0.258 0.429 0.843 2.352
C 1.236 -2.103 1.419 -2.467 -0.997 0.970
C -1.246 0.581 -0.953 -0.526 -0.938 -2.551
C 0.035 0.076 -0.558 4.410 1.607 0.169
N 0.837 -0.624 -1.600 -0.703 1.326 -1.408
O 1.757 -1.323 -1.275 0.841 -0.718 0.729
O 0.594 -0.354 -2.764 -0.351 -0.342 0.115
Si 0.600 -0.302 1.271 -0.958 -2.028 -2.070
Cl -1.182 -0.142 2.200 -0.627 -0.072 0.933
Cl 1.756 1.235 1.807 0.817 0.208 0.711
H -2.036 2.402 -0.962 -0.809 2.051 -1.257
H -2.255 1.679 0.534 -0.141 0.095 0.490
H -0.626 2.324 0.185 -1.150 -0.319 -0.740
H 0.551 -3.102 1.418 1.008 2.906 -0.331
H 1.987 -2.227 0.712 1.228 -0.313 -1.291
H 1.710 -2.173 2.362 0.623 -0.013 1.319
H -1.352 0.707 -2.077 0.645 -0.212 1.336
H -1.978 -0.180 -0.734 -0.572 -0.444 0.364
H 1.154 1.693 -0.729 -1.697 -2.639 0.159


17
Properties=species:S:1:pos:R:3:forces:R:3 method="wB97M-V/def2-TZVPD" spin_multiplicity=1 orbital_gap_ha=0.4237 total_charge=0 lumo_energy_ev=0.6072 smiles=CCCC(Cl)(Cl)Cl.O
C -0.380 0.718 2.219 -0.758 -0.287 -0.462
C -0.028 0.282 0.768 1.759 0.895 1.232
C -1.200 0.388 -0.172 -0.475 -0.431 0.170
C -0.921 -0.181 -1.581 -0.718 0.169 0.156
Cl -2.322 0.043 -2.658 -0.390 0.144 0.202
Cl -0.561 -1.914 -1.602 0.143 -0.091 0.399
Cl 0.403 0.688 -2.338 0.672 0.293 -0.055
H 0.483 0.797 2.902 -0.256 -0.130 -0.524
H -1.113 0.020 2.658 0.212 0.326 0.004
H -0.850 1.712 2.130 0.110 -0.300 0.354
H 0.456 -0.713 0.766 -0.402 0.393 -0.118
H 0.746 1.034 0.522 -0.146 -0.579 -0.525
H -2.016 -0.170 0.327 0.036 0.125 -0.744
H -1.528 1.440 -0.279 0.184 -0.523 -0.080
O 3.002 -1.590 -1.559 -0.076 0.594 1.093
H 3.568 -1.579 -0.754 -0.623 0.009 -0.862
H 2.263 -0.974 -1.350 0.729 -0.607 -0.242